{
  "formula": "C5H10N3",
  "method": "ωB97M-V/def2-TZVPD",
  "species": ["C", "C", "C", "C", "N", "C", "N", "N", "H", "H", "H", "H", "H", "H", "H", "H", "H", "H"],
  "xyz": [[1.4308, 1.5262, 1.0135], [-0.0971, 1.3478, 0.8353], [-0.4625, 0.3422, -0.1742], [0.1624, -0.8320, -0.6323], [-0.6759, -1.3562, -1.5719], [-1.7658, -0.5459, -1.6412], [-1.6767, 0.4596, -0.8129], [1.9751, 0.2476, 1.2388], [1.7805, 1.9917, 0.0811], [1.6030, 2.2678, 1.8173], [-0.5624, 1.0787, 1.8016], [-0.5761, 2.3097, 0.6118], [1.2239, -5.1255, 4.6504], [-0.4670, -2.1796, -2.1135], [-2.5823, -0.7155, -2.3325], [1.6557, -4.6529, 5.0031], [1.0855, -1.3265, -0.4034], [2.9564, 0.3222, 1.5522]],
  "molar_mass_g_mol": 112.16,
  "relative_energy_kcal_mol": 148.5,
  "multiplicity": 1,
  "homo_ev": -13.16,
  "charge": 1,
  "energy_ha": -360.338419
}